[1]
Entry from the OMol25 dataset: a structure of composition C27H24BCrN2O2PS (wB97M-V/def2-TZVPD).

As for the relative energy (zero: lowest compared OMol25 entry of this formula, charge and spin): 16.8 kcal/mol. As for the spin multiplicity: 6. As for the total charge: -1. The total energy comes out at -84684.4209 eV.

Geometry (Å):
Cr  -0.438732  0.038966  0.170689
O  -1.104272  2.194141  1.099021
C  -1.156635  1.103195  1.706687
C  -1.617823  0.726289  2.975271
C  -2.241655  1.573551  3.945693
C  -2.738736  1.037659  5.100232
C  -2.652424  -0.350384  5.379816
C  -2.021742  -1.186241  4.463534
C  -1.495402  -0.669375  3.292299
P  -0.596569  -1.553078  2.023671
C  -1.353298  -3.214376  2.019252
C  -2.737632  -3.287020  1.862398
C  -3.381087  -4.512815  1.839959
C  -2.647665  -5.685995  1.964167
C  -1.270991  -5.623501  2.112160
C  -0.625416  -4.393290  2.140245
C  1.093938  -1.870443  2.630292
C  2.052360  -2.305991  1.716935
C  3.353259  -2.546347  2.127534
C  3.710579  -2.337312  3.452789
C  2.765084  -1.889822  4.362396
C  1.458214  -1.658124  3.954235
H  -2.320427  2.634111  3.741600
H  -3.216305  1.690055  5.823763
H  -3.063242  -0.751204  6.296929
H  -1.939138  -2.249463  4.667344
H  -3.310160  -2.372690  1.761138
H  -4.456242  -4.552691  1.717898
H  -3.149676  -6.645555  1.944395
H  -0.692438  -6.533697  2.211431
H  0.448968  -4.354740  2.264647
H  1.780571  -2.433461  0.673599
H  4.095188  -2.866119  1.407041
H  4.733996  -2.495791  3.768371
H  3.047598  -1.701871  5.390627
H  0.721585  -1.289119  4.657488
O  1.733007  -0.202826  -1.979625
C  1.519342  0.904416  -2.797463
C  0.197933  1.638816  -2.640703
C  -0.083284  2.626169  -3.586869
C  -1.285853  3.294182  -3.541574
C  -2.194210  2.959129  -2.546169
C  -1.832956  1.995501  -1.631472
N  -0.656758  1.347714  -1.663954
H  1.964924  0.098402  -1.084950
H  1.548473  0.540230  -3.828072
H  2.324062  1.645255  -2.701611
H  0.651466  2.846729  -4.351467
H  -1.518456  4.060759  -4.270186
H  -3.156463  3.444063  -2.465032
H  -2.493293  1.731872  -0.817322
S  -2.326989  -2.485970  -1.432835
C  -1.304534  -1.404070  -0.953756
B  3.950255  1.575026  1.645967
C  2.534177  1.096081  1.137225
N  1.518095  0.721194  0.727537
H  4.420248  0.667529  2.299211
H  3.785619  2.575994  2.308376
H  4.612470  1.799969  0.650626

Force components x, y, z for each atom (eV/Å):
Cr 0.350 -0.337 -0.018
O -0.141 0.158 0.180
C -0.128 0.104 -0.177
C 0.042 -0.073 0.025
C -0.002 -0.007 0.003
C 0.000 0.026 -0.002
C 0.009 -0.024 -0.002
C -0.005 0.006 0.021
C -0.002 0.036 -0.036
P 0.107 0.100 0.032
C -0.008 -0.002 -0.038
C -0.005 0.005 0.005
C 0.004 -0.007 -0.002
C -0.011 -0.005 -0.002
C 0.014 0.009 0.000
C -0.011 -0.008 -0.014
C -0.032 -0.018 0.046
C 0.018 -0.006 -0.001
C -0.007 -0.004 -0.017
C -0.004 0.004 0.016
C 0.017 -0.005 -0.010
C -0.012 0.013 -0.005
H 0.001 0.000 -0.002
H 0.001 -0.002 0.002
H -0.001 0.000 0.000
H -0.001 -0.002 -0.003
H 0.001 0.000 0.007
H 0.000 -0.001 0.000
H 0.000 0.000 0.000
H -0.001 -0.001 0.000
H 0.000 -0.003 0.005
H -0.001 -0.002 0.000
H 0.003 0.000 0.003
H 0.000 0.000 -0.002
H 0.000 0.000 0.000
H 0.000 -0.004 -0.002
O -0.030 -0.032 0.177
C 0.022 0.072 -0.018
C -0.040 -0.032 -0.025
C -0.001 -0.039 -0.005
C -0.014 0.018 -0.001
C 0.005 0.002 -0.014
C -0.008 -0.019 0.014
N 0.082 0.112 0.020
H -0.004 0.002 -0.076
H 0.020 0.019 -0.002
H -0.008 -0.003 0.035
H -0.002 -0.004 -0.004
H 0.000 0.000 0.000
H 0.000 0.000 -0.002
H 0.011 0.010 -0.009
S -0.115 0.121 -0.036
C 0.056 -0.126 0.078
B -0.015 0.010 -0.007
C 0.007 -0.051 -0.074
N -0.177 -0.011 -0.056
H 0.005 -0.001 -0.002
H 0.003 0.003 0.001
H 0.007 0.001 -0.004



[2]
Entry from the OMol25 dataset: a structure of composition C27H24BrN4O3STi (wB97M-V/def2-TZVPD).

As for the relative energy (zero: lowest compared OMol25 entry of this formula, charge and spin): 2.2 kcal/mol. As for the total charge: +1. The total energy comes out at -144481.5987 eV.

Geometry (Å):
Ti  -0.400488  0.659732  -0.372620
O  1.365832  0.946933  0.081094
C  2.483819  1.505089  -0.383712
C  3.680404  1.356744  0.302096
C  4.823129  1.950190  -0.202595
C  4.795965  2.702627  -1.380868
C  3.598999  2.859890  -2.042999
C  2.430700  2.263328  -1.551607
C  1.177569  2.502376  -2.233820
N  0.025001  2.039095  -1.910938
C  -1.139153  2.447905  -2.746956
C  -2.406029  2.172272  -1.950746
N  -2.204272  0.810729  -1.460162
C  -2.909763  -0.163649  -1.896105
C  -2.484655  -1.553470  -1.862215
C  -3.370421  -2.570446  -2.232773
C  -2.915076  -3.856248  -2.427974
C  -1.549258  -4.124972  -2.298679
C  -0.651730  -3.129989  -1.954024
C  -1.128445  -1.851370  -1.709560
O  -0.270289  -0.876253  -1.363160
H  3.693306  0.778202  1.215969
H  5.756195  1.828796  0.332837
H  5.698613  3.159430  -1.759516
H  3.545117  3.449338  -2.951162
H  1.229547  3.163190  -3.100433
H  -1.137713  1.838940  -3.651965
H  -1.058649  3.497733  -3.026315
H  -3.295138  2.258814  -2.575329
H  -2.491309  2.855652  -1.107772
H  -3.843397  0.064688  -2.411350
H  -4.419947  -2.333281  -2.363624
H  -3.602393  -4.643620  -2.702700
H  -1.182751  -5.127908  -2.477016
H  0.406388  -3.325971  -1.848169
C  3.086894  -4.706333  1.515265
C  1.850415  -3.851643  1.618723
C  0.698687  -4.295982  2.259956
C  -0.430634  -3.495849  2.317241
C  -0.331429  -2.258428  1.714517
Br  -1.810272  -1.056778  1.653109
N  0.734461  -1.790623  1.116150
C  1.810237  -2.577683  1.064399
H  2.978298  -5.623125  2.092250
H  3.966027  -4.180170  1.887934
H  3.287682  -4.985042  0.479905
H  0.680640  -5.277715  2.718907
H  -1.337672  -3.820047  2.806011
H  2.677930  -2.166745  0.557437
O  -1.045546  1.867162  0.795797
N  -1.389148  2.480207  1.934191
C  -0.377283  3.161640  2.560245
C  -0.621382  3.800047  3.722822
C  -1.932085  3.717907  4.256881
C  -2.902873  3.027738  3.607175
C  -2.683119  2.365073  2.353402
S  -3.843558  1.495277  1.518976
H  0.573971  3.125733  2.053694
H  0.172089  4.342870  4.213167
H  -2.159879  4.201868  5.197621
H  -3.902159  2.946127  4.009092

Force components x, y, z for each atom (eV/Å):
Ti 0.713 -0.326 0.098
O 0.251 0.064 -0.392
C -0.682 -0.297 0.329
C 0.297 0.012 0.026
C 0.009 -0.017 0.029
C -0.089 -0.044 0.037
C 0.114 0.044 -0.048
C -0.282 0.291 -0.480
C 0.256 0.019 0.113
N -0.338 0.114 -0.261
C 0.250 -0.034 0.181
C -0.054 -0.153 0.175
N 0.077 0.177 -0.303
C 0.085 -0.160 0.039
C -0.441 0.329 -0.155
C -0.086 -0.072 0.003
C 0.075 0.036 0.017
C 0.010 0.000 0.012
C -0.139 -0.337 0.052
C 0.574 0.621 0.218
O -0.207 -0.641 -0.115
H 0.010 0.005 -0.007
H 0.005 0.012 -0.021
H 0.004 -0.001 0.002
H 0.022 -0.002 0.015
H 0.041 0.025 -0.001
H 0.011 -0.029 -0.040
H 0.018 0.040 0.017
H -0.031 -0.020 -0.024
H -0.044 -0.044 0.073
H -0.023 -0.062 -0.041
H 0.017 -0.010 -0.020
H 0.007 -0.004 0.008
H -0.016 0.003 0.001
H 0.003 0.009 -0.019
C -0.052 0.039 0.033
C 0.122 -0.090 -0.038
C -0.025 -0.080 0.055
C 0.040 -0.058 0.007
C -0.127 -0.017 -0.052
Br -0.080 0.039 -0.003
N 0.270 -0.029 0.021
C -0.084 0.045 0.059
H -0.014 0.008 -0.006
H -0.017 0.029 -0.001
H -0.022 0.011 -0.006
H 0.013 0.015 -0.019
H -0.006 0.011 -0.019
H -0.012 0.013 -0.001
O -0.118 0.626 0.396
N 0.278 -0.211 -0.315
C -0.263 -0.152 -0.104
C -0.078 0.043 0.075
C 0.099 0.045 0.077
C -0.241 -0.071 -0.185
C -0.106 0.040 0.553
S 0.021 0.207 -0.007
H 0.003 -0.033 -0.053
H -0.032 -0.005 0.029
H 0.009 -0.002 -0.015
H 0.006 0.029 0.000



[3]
Entry from the OMol25 dataset: a structure of composition C27H24BrN5OPdS (wB97M-V/def2-TZVPD).

As for the relative energy (zero: lowest compared OMol25 entry of this formula, charge and spin): 47.7 kcal/mol. As for the total charge: +2. The total energy comes out at -122231.1534 eV.

Geometry (Å):
Pd  -0.381941  -3.154483  -2.619196
C  -0.232188  7.964285  5.531565
O  -0.195953  6.609253  5.975498
C  -0.194261  5.639410  5.044707
C  -0.261473  5.866478  3.671845
C  -0.259262  4.789430  2.800560
C  -0.191218  3.485557  3.274581
C  -0.118726  3.273440  4.654783
C  -0.119976  4.332186  5.531201
C  -0.206571  2.381316  2.321428
N  -0.178145  2.497952  1.007147
C  -0.221464  1.219917  0.537641
C  -0.276247  0.304526  1.558460
N  -0.258666  1.063058  2.704333
C  -0.298125  -1.100003  1.339993
C  -0.297078  -2.081233  2.348163
C  -0.304130  -3.408355  2.010566
C  -0.312084  -3.759113  0.657095
N  -0.307392  -2.852092  -0.304537
C  -0.301973  -1.541045  0.000742
C  -0.277849  -0.577303  -1.098790
N  -0.299063  -1.019031  -2.379493
C  -0.238156  -0.159140  -3.386388
C  -0.171813  1.219260  -3.185659
C  -0.170771  1.699147  -1.901793
C  -0.220562  0.797597  -0.828017
H  -0.191644  8.570345  6.429852
H  -1.157771  8.172039  4.992152
H  0.627849  8.190271  4.899209
H  -0.319210  6.869854  3.278352
H  -0.312582  4.957608  1.733181
H  -0.042772  2.273176  5.067050
H  -0.059774  4.181697  6.600427
H  -0.348356  0.738497  3.651101
H  -0.287374  -1.787995  3.390516
H  -0.298371  -4.180757  2.766738
H  -0.321241  -4.799517  0.357786
H  -0.244217  -0.571157  -4.386298
H  -0.126835  1.881360  -4.038651
H  -0.130231  2.759525  -1.687673
Br  6.075352  -3.870722  -3.774061
C  4.264396  -3.615807  -3.461905
C  3.339479  -3.862533  -4.469324
C  2.004566  -3.660904  -4.199307
N  1.574394  -3.249571  -2.998744
C  2.469102  -2.999888  -2.027361
C  3.821332  -3.170936  -2.221415
H  3.650466  -4.200054  -5.447481
H  1.254525  -3.822848  -4.963690
H  2.077522  -2.656770  -1.081236
H  4.516515  -2.961255  -1.421351
C  -3.500067  -2.389137  -3.559064
S  -2.633784  -3.521411  -2.459149
C  -2.173489  -4.847975  -3.583957
H  -4.336617  -2.925397  -4.003462
H  -2.830796  -2.007022  -4.325521
H  -3.881277  -1.576644  -2.944098
H  -2.252063  -4.521279  -4.617341
H  -2.798413  -5.723331  -3.412003
H  -1.133528  -5.162494  -3.349687

Force components x, y, z for each atom (eV/Å):
Pd -0.562 -0.013 -0.208
C -0.014 -0.047 0.036
O 0.030 -0.056 -0.142
C -0.021 0.219 0.137
C -0.002 -0.064 -0.133
C 0.000 0.158 -0.011
C -0.022 -0.161 -0.090
C 0.026 -0.030 0.091
C 0.004 -0.126 0.026
C 0.018 0.099 0.097
N -0.001 -0.095 -0.001
C -0.020 0.221 -0.264
C 0.050 -0.098 0.305
N -0.051 -0.091 -0.092
C 0.006 0.035 0.033
C -0.015 0.059 0.042
C 0.000 -0.047 0.004
C -0.016 0.138 0.032
N 0.083 -0.283 0.189
C -0.014 0.021 -0.152
C -0.002 -0.105 0.053
N -0.023 -0.109 -0.079
C -0.029 0.003 0.037
C -0.007 -0.006 -0.048
C 0.003 0.048 0.066
C -0.003 0.094 0.006
H -0.004 0.007 0.011
H -0.003 0.004 0.000
H 0.009 0.002 0.005
H 0.002 -0.011 -0.016
H -0.007 0.012 0.020
H -0.009 0.021 0.004
H -0.002 -0.006 -0.015
H 0.024 0.008 0.016
H 0.001 -0.003 -0.015
H -0.012 0.009 -0.009
H 0.020 0.000 -0.011
H 0.003 -0.016 -0.014
H 0.000 -0.014 0.001
H 0.008 -0.011 0.005
Br 0.155 -0.021 -0.025
C -0.044 0.010 0.021
C -0.031 0.007 -0.033
C 0.026 0.023 -0.033
N 0.466 0.143 0.364
C 0.098 -0.025 -0.162
C -0.030 0.015 -0.022
H 0.001 0.007 0.010
H -0.020 -0.024 0.013
H -0.022 -0.015 0.008
H -0.007 -0.005 -0.005
C -0.027 0.013 -0.004
S 0.044 0.247 0.087
C -0.165 -0.075 -0.081
H -0.018 0.025 0.009
H -0.009 -0.010 -0.031
H 0.025 0.010 -0.003
H 0.017 -0.028 -0.008
H 0.078 -0.041 0.009
H 0.016 -0.018 -0.031



Q: Among the records above, which one has the highest relative energy (zero: lowest compared OMol25 entry of this formula, charge and spin)?
A: C27H24BrN5OPdS